No. 1
Below is a 2-piece molecular cluster, C4H14N3O overall at a distorted geometry, with properties calculated with wB97M-V/def2-TZVPD.

Results
HOMO (eV): -13.00
DFT total energy (a.u.): -399.887602
Max |F| (eV/A): 2.05

```
! wB97M-V def2-TZVPD RIJCOSX def2/J DEFGRID3
* xyz 1 1
C 2.14613 0.75087 -0.01860
C 1.66626 -0.41238 0.78919
C 0.11007 -0.42407 1.11152
N -2.61323 -1.03453 1.01622
C -1.61772 -1.44652 -0.06709
N -0.63282 -0.46095 -0.04231
N 2.00834 0.43598 -1.41513
H 3.21822 0.90773 0.10985
H 1.63065 1.67213 0.27984
H 1.88133 -1.31219 0.22800
H 2.15539 -0.51140 1.74740
H -0.18381 -1.19368 1.80697
H -0.04189 0.55276 1.60698
H -2.12167 -1.54059 -1.02083
H -1.31915 -2.45986 0.22595
H -0.88873 1.20126 -0.70290
H -2.78330 -0.04210 0.83843
H 2.30926 1.12255 -2.09022
H 1.12810 0.03150 -1.71964
H -3.50772 -1.42206 0.71567
H -1.36150 2.73437 -1.04030
O -0.66627 2.07576 -1.05164
*
```

Atom charges from the Mulliken analysis, given in e for atoms 1 to 2: -0.28, -0.86

No. 2
Below is a 3-piece molecular cluster, C4H14N3O overall at a distorted geometry, with properties calculated with wB97M-V/def2-TZVPD.

Results
HOMO (eV): -13.57
DFT total energy (a.u.): -399.895967
Max |F| (eV/A): 4.19

```
! wB97M-V def2-TZVPD RIJCOSX def2/J DEFGRID3
* xyz 1 1
C -2.24737 0.32761 0.05097
C -1.28791 0.24993 -1.14852
C 0.15912 0.51255 -0.80218
C 0.50137 1.50031 0.14898
N 1.75959 1.81693 0.65214
N 1.06156 -0.17764 -1.42815
N -1.70201 -0.52052 1.12734
H -3.17091 -0.15829 -0.25600
H -2.51391 1.34301 0.35881
H -1.58603 0.82177 -2.02926
H -1.32181 -0.81474 -1.39204
H -0.29971 1.95952 0.72487
H 2.17685 -0.74664 -0.15402
H 2.13216 2.47451 -0.05739
H 2.39875 1.00647 0.56452
H 0.80473 -0.39761 -2.39446
H -0.05027 -3.42563 1.11251
H -2.37059 -0.63140 1.88131
H -0.83793 -0.16672 1.52956
H 3.49107 -1.41058 0.41150
H 0.00612 -2.89640 0.60712
O 2.89711 -0.66643 0.49240
*
```

Atom charges from the Mulliken analysis, given in e for atoms 1 to 2: -0.84, -0.52

No. 3
Below is a 2-piece molecular cluster, C4H14N3O overall at a distorted geometry, with properties calculated with wB97M-V/def2-TZVPD.

Results
HOMO (eV): -13.14
DFT total energy (a.u.): -400.064974
Max |F| (eV/A): 2.25

```
! wB97M-V def2-TZVPD RIJCOSX def2/J DEFGRID3
* xyz 1 1
C -0.54441 1.46332 -0.73697
C -1.14035 0.13233 -1.17342
C -0.23878 -1.10485 -1.22161
N 2.42699 -0.98584 0.06553
C 1.29306 -1.42847 0.63117
N 0.14126 -1.58646 0.08569
N 0.14778 1.47567 0.58137
H -1.42329 2.12532 -0.67405
H 0.18910 1.84179 -1.47303
H -1.58585 0.18240 -2.19924
H -2.03519 -0.03303 -0.55374
H 0.62864 -1.08424 -1.90326
H -0.98513 -1.83756 -1.56968
H 3.29223 -0.72709 0.52042
H 2.39789 -0.62810 -0.88933
H 1.35166 -1.78378 1.68853
H 0.64346 2.34655 0.76551
H 0.81755 0.69853 0.62556
H -0.50768 1.11112 1.41075
H -2.19892 0.46155 2.21813
H -1.34453 -0.69093 1.58427
O -1.32549 0.05176 2.21739
*
```

Atom charges from the Mulliken analysis, given in e for atoms 1 to 2: -0.74, -0.41

Taking the records one at a time from the top gives energy above the lowest of the compared OMol25 structures with the same formula, charge and spin values of 6.665; 6.438; 1.839 eV.